# 1
C36H28F6NaOP3S | ωB97M-V with the def2-TZVPD basis set

Computed properties:
Largest force on an atom: 0.0093 Eh/bohr
Gap between HOMO and LUMO (spin up / spin down): 6.95 / 7.47 eV
Highest occupied orbital energy (spin up / spin down): -9.997 / -11.307 eV
Total charge: +1
Multiplicity: 2

CARTESIAN COORDINATES (ANGSTROEM)
Na1 -1.63 -0.86 -1.99
O1 -0.96 0.20 0.03
S1 -1.30 -1.01 1.00
C1 0.14 -1.11 2.03
C2 0.12 -0.86 3.40
C3 1.27 -1.05 4.13
C4 2.43 -1.50 3.50
C5 2.44 -1.74 2.13
C6 1.29 -1.54 1.37
P1 1.25 -1.76 -0.47
C7 2.49 -3.08 -0.72
C8 3.85 -2.85 -0.85
C9 4.72 -3.92 -1.02
C10 4.23 -5.22 -1.04
C11 2.87 -5.45 -0.92
C12 1.99 -4.38 -0.76
C13 2.13 -0.24 -1.01
C14 2.33 0.87 -0.18
C15 2.88 2.03 -0.69
C16 3.23 2.11 -2.03
C17 3.04 1.01 -2.86
C18 2.48 -0.15 -2.35
C19 -2.52 -0.18 1.96
C20 -3.26 -0.81 2.95
C21 -4.21 -0.06 3.63
C22 -4.42 1.27 3.29
C23 -3.71 1.86 2.26
C24 -2.74 1.13 1.59
P2 -1.87 1.87 0.15
C25 -0.58 2.94 0.75
C26 -0.26 4.10 0.02
C27 0.70 4.97 0.51
C28 1.34 4.71 1.71
C29 1.01 3.57 2.44
C30 0.06 2.69 1.96
C31 -1.81 1.80 -1.68
C32 -0.59 1.86 -2.37
C33 -0.59 1.79 -3.76
C34 -1.79 1.65 -4.45
C35 -2.99 1.57 -3.77
C36 -3.01 1.66 -2.38
H1 -0.79 -0.53 3.89
H2 1.27 -0.87 5.20
H3 3.33 -1.66 4.07
H4 3.35 -2.08 1.65
H5 4.24 -1.84 -0.84
H6 5.78 -3.74 -1.13
H7 4.91 -6.05 -1.17
H8 2.48 -6.46 -0.95
H9 0.93 -4.56 -0.69
H10 2.06 0.83 0.87
H11 3.03 2.88 -0.04
H12 3.67 3.02 -2.43
H13 3.33 1.06 -3.90
H14 2.34 -1.01 -3.00
H15 -3.10 -1.86 3.18
H16 -4.80 -0.53 4.40
H17 -5.18 1.84 3.82
H18 -3.91 2.88 1.96
H19 -0.77 4.31 -0.91
H20 0.93 5.87 -0.05
H21 2.08 5.40 2.09
H22 1.51 3.37 3.38
H23 -0.19 1.80 2.53
H24 0.34 1.95 -1.83
H25 0.35 1.85 -4.29
H26 -1.78 1.59 -5.53
H27 -3.92 1.44 -4.31
H28 -3.95 1.59 -1.84
F1 -2.37 -2.93 -1.70
P3 -4.00 -2.67 -1.38
F2 -4.09 -2.04 -2.87
F3 -5.50 -2.32 -1.06
F4 -3.72 -3.16 0.13
F5 -4.33 -4.12 -1.88
F6 -3.55 -1.11 -0.87

=====

# 2
C5H6O2 | ωB97M-V with the def2-TZVPD basis set

Computed properties:
Structure (SMILES): C#C[C@H](C=O)CO
Largest force on an atom: 0.0140 Eh/bohr
Gap between HOMO and LUMO: 10.83 eV
Highest occupied orbital energy: -10.109 eV

CARTESIAN COORDINATES (ANGSTROEM)
C1 2.55 -0.78 -0.15
C2 1.41 -0.43 -0.34
C3 0.04 0.07 -0.49
C4 0.00 1.48 0.09
O1 -0.75 1.82 0.98
C5 -1.01 -0.84 0.19
O2 -2.30 -0.28 0.08
H1 3.56 -1.09 0.00
H2 -0.21 0.15 -1.56
H3 0.74 2.18 -0.34
H4 -0.72 -1.01 1.23
H5 -1.04 -1.81 -0.32
H6 -2.27 0.53 0.61

=====

# 3
C4H5N3 | ωB97M-V with the def2-TZVPD basis set

Computed properties:
Structure (SMILES): c1[nH]nc2c1CN2
Largest force on an atom: 0.1004 Eh/bohr
Gap between HOMO and LUMO: 9.39 eV
Highest occupied orbital energy: -8.377 eV

CARTESIAN COORDINATES (ANGSTROEM)
C1 -0.56 0.05 -1.43
N1 -1.44 0.79 -0.66
N2 -1.26 0.86 0.69
C2 0.06 0.29 0.65
C3 0.55 -0.17 -0.58
C4 1.59 -1.03 0.05
N3 0.95 -0.63 1.33
H1 -0.85 0.04 -2.50
H2 -2.49 0.95 -1.02
H3 1.40 -2.06 -0.30
H4 2.64 -0.69 0.00
H5 1.67 -0.21 2.05

=====

# 4
C18H8CeN7O5S3SbSe | ωB97M-V with the def2-TZVPD basis set

Computed properties:
Largest force on an atom: 0.0772 Eh/bohr
Gap between HOMO and LUMO (spin up / spin down): 5.47 / 4.85 eV
Highest occupied orbital energy (spin up / spin down): -5.395 / -5.394 eV
Total charge: -1
Multiplicity: 2

CARTESIAN COORDINATES (ANGSTROEM)
Ce1 0.42 -0.70 1.36
O1 -0.72 1.87 4.60
C1 -0.25 1.04 3.89
O2 -0.84 0.10 3.11
C2 1.27 1.03 3.70
O3 2.07 1.32 4.61
O4 1.61 0.86 2.44
Se1 -4.68 1.84 -4.50
N1 -2.89 2.26 -4.16
C3 -2.60 1.70 -3.02
C4 -1.25 1.82 -2.42
C5 -0.20 2.51 -2.98
C6 1.04 2.47 -2.36
C7 1.20 1.77 -1.17
N2 0.17 1.19 -0.51
C8 -1.02 1.09 -1.18
C9 -2.15 0.45 -0.53
N3 -1.92 -0.22 0.63
C10 -2.94 -0.71 1.38
C11 -4.25 -0.78 0.89
C12 -4.52 -0.08 -0.26
C13 -3.45 0.43 -1.05
C14 -3.67 1.01 -2.37
N4 -4.81 0.87 -2.97
H1 -0.34 3.01 -3.98
H2 1.85 3.10 -2.76
H3 2.16 1.55 -0.73
H4 -2.71 -1.20 2.36
H5 -5.05 -1.20 1.49
H6 -5.51 0.25 -0.66
S1 -2.01 -4.81 2.82
Sb1 -0.16 -4.49 1.52
S2 -0.44 -2.82 -0.26
S3 1.23 -3.03 2.93
N5 3.78 -2.47 1.02
C15 3.68 -1.31 0.35
O5 2.56 -0.72 0.25
C16 4.90 -0.79 -0.27
C17 4.87 0.29 -1.23
N6 4.98 1.18 -1.99
C18 6.08 -1.58 -0.25
N7 6.97 -2.33 -0.30
H7 2.94 -2.75 1.55
H8 4.60 -3.03 0.98

=====

# 5
C2H6BrN2O | ωB97M-V with the def2-TZVPD basis set

Computed properties:
Structure (SMILES): NC(=[NH2+])OCBr
Largest force on an atom: 0.1263 Eh/bohr
Gap between HOMO and LUMO: 10.94 eV
Highest occupied orbital energy: -14.534 eV
Total charge: +1

CARTESIAN COORDINATES (ANGSTROEM)
N1 0.38 1.34 0.91
C1 -0.04 0.74 -0.17
N2 -1.01 1.05 -0.93
O1 0.81 -0.49 -0.66
C2 0.49 -1.76 -0.17
Br1 0.01 -1.68 1.72
H1 -0.16 2.13 1.37
H2 1.08 0.92 1.59
H3 -1.69 1.82 -0.86
H4 -1.19 0.35 -1.68
H5 1.57 -2.09 -0.30
H6 -0.26 -2.33 -0.82

=====

# 6
C3H8N3 | ωB97M-V with the def2-TZVPD basis set

Computed properties:
Largest force on an atom: 0.0959 Eh/bohr
Gap between HOMO and LUMO: 11.34 eV
Highest occupied orbital energy: -14.940 eV
Total charge: +1

CARTESIAN COORDINATES (ANGSTROEM)
C1 -0.90 -1.30 0.16
C2 -1.50 0.08 0.27
C3 1.01 -0.26 -0.46
N1 0.30 -1.37 -0.18
N2 2.03 0.14 0.29
N3 -0.48 0.99 -0.23
H1 -1.47 -2.19 0.37
H2 -2.43 0.12 -0.31
H3 -1.75 0.27 1.32
H4 1.26 -0.17 -1.74
H5 2.78 0.70 -0.08
H6 2.07 -0.11 1.27
H7 -0.71 1.40 -1.12
H8 -0.20 1.71 0.43